No. 1
{
  "formula": "C19H21FN2O5S",
  "method": "ωB97M-V/def2-TZVPD",
  "de_lowest_kcal_mol": 3.0,
  "spin_multiplicity": 1,
  "orbital_gap_ev": 9.359,
  "e_homo_ev": -9.0,
  "largest_force_ev_per_a": 1.1,
  "species": ["C", "C", "C", "C", "S", "O", "O", "N", "C", "C", "O", "C", "C", "C", "C", "C", "O", "C", "C", "O", "N", "C", "C", "C", "C", "C", "F", "C", "H", "H", "H", "H", "H", "H", "H", "H", "H", "H", "H", "H", "H", "H", "H", "H", "H", "H", "H", "H", "H"],
  "positions_angstrom": [[-0.6864, -0.7678, 1.7366], [0.1500, -0.7609, 0.4952], [0.2632, -1.8731, -0.3167], [1.0495, -1.8341, -1.4543], [1.1410, -3.3008, -2.4673], [2.0819, -3.0676, -3.5292], [1.3310, -4.4481, -1.6303], [-0.4472, -3.3484, -3.0226], [-0.7109, -2.4450, -4.1254], [-0.3215, -3.0777, -5.4660], [-0.9483, -4.3311, -5.6345], [-0.5879, -5.2213, -4.6003], [-1.0073, -4.6698, -3.2360], [1.7358, -0.6925, -1.8046], [1.6362, 0.4375, -1.0072], [0.8483, 0.4078, 0.1365], [0.6833, 1.4617, 0.9869], [1.3487, 2.6757, 0.7221], [1.0281, 3.7199, 1.8013], [1.4880, 4.8353, 1.7280], [0.2174, 3.2449, 2.7745], [-0.2861, 3.9012, 3.8988], [0.0098, 5.2285, 4.1976], [-0.5269, 5.8160, 5.3291], [-1.3592, 5.1068, 6.1782], [-1.6404, 3.7899, 5.8641], [-2.4495, 3.0758, 6.6739], [-1.1215, 3.1733, 4.7436], [-1.1605, -1.7350, 1.8716], [-0.0669, -0.5541, 2.6068], [-1.4568, 0.0000, 1.6758], [-0.2476, -2.7913, -0.0750], [-0.1379, -1.5334, -3.9537], [-1.7807, -2.2111, -4.1167], [-0.6547, -2.4569, -6.2995], [0.7704, -3.1931, -5.4990], [-1.0971, -6.1618, -4.8169], [0.5011, -5.3792, -4.6009], [-0.6408, -5.3081, -2.4331], [-2.0974, -4.5850, -3.1809], [2.3495, -0.6990, -2.6911], [2.1774, 1.3272, -1.2854], [1.0428, 3.0974, -0.2442], [2.4381, 2.5397, 0.7086], [-0.0693, 2.2793, 2.6664], [0.6559, 5.7877, 3.5427], [-0.2922, 6.8451, 5.5522], [-1.7843, 5.5527, 7.0625], [-1.3679, 2.1428, 4.5374]],
  "forces_ev_per_angstrom": [[0.1, 0.0, -0.1], [0.0, 0.1, 0.0], [0.0, 0.2, 0.2], [0.2, -0.3, -0.5], [-0.4, 0.4, 0.2], [-0.1, 0.2, 0.0], [-0.2, -0.1, 0.1], [0.9, 0.0, 0.5], [0.0, 0.2, -0.5], [0.1, 0.3, 0.1], [-0.2, 0.0, -0.1], [-0.1, -0.1, 0.3], [0.1, -0.6, -0.2], [0.0, -0.2, -0.1], [0.0, 0.3, 0.2], [0.0, -0.3, -0.2], [-0.1, -0.2, 0.0], [0.3, 0.4, -0.2], [-0.1, -0.5, -0.2], [0.1, 0.1, -0.1], [-0.2, -0.5, 0.0], [-0.1, 0.4, 0.4], [0.2, 0.1, -0.2], [-0.1, -0.2, 0.0], [-0.1, -0.1, 0.1], [0.1, 0.1, -0.1], [0.1, 0.1, -0.1], [-0.1, 0.1, 0.1], [-0.1, -0.1, 0.0], [0.0, 0.0, 0.1], [-0.1, 0.0, 0.1], [-0.2, -0.1, 0.1], [-0.1, 0.2, -0.1], [0.1, 0.0, 0.0], [0.1, 0.0, 0.1], [-0.2, 0.0, -0.1], [0.1, 0.0, 0.1], [-0.1, -0.1, 0.0], [-0.2, -0.1, -0.1], [0.1, 0.0, 0.0], [0.1, 0.1, -0.1], [0.0, 0.1, 0.0], [0.0, -0.1, 0.1], [-0.1, 0.0, 0.0], [0.1, 0.2, -0.1], [0.0, 0.0, 0.0], [0.0, 0.1, 0.0], [-0.1, 0.0, 0.1], [0.0, -0.1, 0.0]]
}

No. 2
{
  "formula": "C19H21N3O2S2",
  "method": "ωB97M-V/def2-TZVPD",
  "de_lowest_kcal_mol": 0.0,
  "spin_multiplicity": 1,
  "orbital_gap_ev": 8.077,
  "e_homo_ev": -7.6,
  "largest_force_ev_per_a": 1.0,
  "species": ["C", "C", "C", "C", "C", "N", "C", "S", "C", "C", "O", "N", "C", "C", "C", "C", "N", "C", "C", "C", "O", "S", "C", "C", "C", "C", "H", "H", "H", "H", "H", "H", "H", "H", "H", "H", "H", "H", "H", "H", "H", "H", "H", "H", "H", "H", "H"],
  "positions_angstrom": [[1.1052, 6.5303, -0.3739], [1.0288, 5.0511, -0.1545], [1.6963, 4.1707, -0.9965], [1.6458, 2.8060, -0.7835], [0.9178, 2.3095, 0.2854], [0.8757, 0.9017, 0.5213], [-0.2545, 0.1951, 0.2787], [-1.6299, 1.0589, -0.3803], [-2.9758, -0.1233, -0.0381], [-2.7208, -1.6136, -0.2482], [-2.9428, -2.3950, 0.6572], [-2.3884, -2.0121, -1.4845], [-2.2279, -1.1935, -2.6700], [-1.8089, -2.1846, -3.7573], [-2.4329, -3.4983, -3.2907], [-2.2375, -3.4263, -1.7820], [-0.3775, -1.0780, 0.4654], [0.6722, -1.7318, 0.9886], [1.8522, -1.1102, 1.2848], [2.0517, 0.2926, 1.0339], [3.0516, 0.9485, 1.2150], [3.0583, -2.1658, 1.9778], [1.8016, -3.5037, 2.1898], [0.6360, -3.2041, 1.2529], [0.2539, 3.1731, 1.1443], [0.3090, 4.5340, 0.9165], [1.8902, 6.9560, 0.2515], [1.3380, 6.7590, -1.4107], [0.1668, 7.0104, -0.1061], [2.2667, 4.5563, -1.8286], [2.1736, 2.1262, -1.4347], [-3.2595, 0.0108, 1.0061], [-3.7928, 0.2093, -0.6808], [-3.1794, -0.7104, -2.9258], [-1.4784, -0.4134, -2.5204], [-0.7227, -2.2778, -3.7776], [-2.1497, -1.8782, -4.7439], [-3.4963, -3.5175, -3.5321], [-1.9574, -4.3715, -3.7309], [-1.2335, -3.7583, -1.4945], [-2.9669, -3.9996, -1.2080], [2.2881, -4.4525, 1.9796], [1.4943, -3.4810, 3.2354], [-0.3255, -3.4908, 1.6790], [0.7519, -3.7316, 0.3011], [-0.2977, 2.7775, 1.9840], [-0.2084, 5.2057, 1.5855]],
  "forces_ev_per_angstrom": [[0.1, 0.0, 0.0], [0.0, -0.1, 0.0], [0.0, 0.0, 0.0], [-0.1, -0.1, 0.1], [0.1, 0.5, -0.1], [0.0, 0.0, 0.0], [-0.3, -0.5, -0.1], [-0.3, 0.4, -0.1], [0.4, 0.1, 0.2], [-0.4, 0.2, 0.0], [-0.1, -0.2, 0.2], [0.0, -0.3, -0.3], [0.1, 0.5, -0.3], [-0.2, 0.0, 0.0], [0.2, 0.1, 0.1], [-0.1, -0.3, 0.2], [-0.2, 0.4, -0.1], [0.9, 0.5, 0.3], [-0.3, -0.4, 0.1], [-0.1, -0.3, 0.0], [0.2, 0.0, 0.1], [0.2, -0.2, 0.0], [0.3, 0.3, 0.2], [0.0, 0.0, 0.0], [0.2, -0.1, 0.0], [0.0, 0.0, 0.0], [0.0, 0.1, 0.0], [0.0, 0.1, -0.1], [0.0, 0.1, 0.0], [0.0, 0.1, -0.1], [0.1, -0.1, 0.0], [-0.1, -0.1, -0.2], [0.0, 0.0, 0.0], [0.1, 0.0, -0.1], [-0.1, -0.1, -0.1], [0.0, 0.0, 0.0], [0.1, 0.0, 0.0], [0.0, 0.0, 0.0], [0.0, -0.1, 0.0], [0.0, -0.1, 0.0], [0.1, 0.0, 0.0], [0.0, 0.0, 0.0], [-0.1, -0.1, -0.1], [0.0, 0.0, -0.1], [0.0, 0.0, 0.0], [0.0, -0.1, 0.1], [-0.1, 0.1, 0.1]]
}

No. 3
{
  "formula": "C19H21N3O8S",
  "method": "ωB97M-V/def2-TZVPD",
  "de_lowest_kcal_mol": 0.0,
  "spin_multiplicity": 1,
  "orbital_gap_ev": 8.701,
  "e_homo_ev": -9.1,
  "largest_force_ev_per_a": 1.1,
  "species": ["C", "C", "C", "C", "C", "S", "O", "O", "N", "C", "C", "C", "C", "N", "C", "O", "C", "O", "C", "O", "C", "O", "C", "C", "C", "C", "C", "C", "N", "O", "O", "H", "H", "H", "H", "H", "H", "H", "H", "H", "H", "H", "H", "H", "H", "H", "H", "H", "H", "H", "H", "H"],
  "positions_angstrom": [[3.0091, 1.7604, -0.3758], [1.6427, 1.4727, -0.9128], [0.9721, 2.4253, -1.6719], [-0.3023, 2.1947, -2.1602], [-0.9163, 0.9900, -1.8823], [-2.5877, 0.6547, -2.4435], [-3.1685, 1.8899, -2.8801], [-3.2592, -0.0873, -1.4151], [-2.4386, -0.3339, -3.7746], [-1.7787, 0.2942, -4.8910], [-2.0406, -1.6924, -3.4966], [-0.2808, 0.0214, -1.1374], [0.9969, 0.2592, -0.6478], [1.6173, -0.7164, 0.1537], [1.4724, -2.0548, -0.0046], [0.9438, -2.5927, -0.9464], [2.0742, -2.8441, 1.1672], [1.7609, -2.1788, 2.3883], [0.8840, -2.7585, 3.2121], [0.4191, -3.8534, 3.0733], [0.5638, -1.8266, 4.3802], [0.7105, -0.4688, 4.0542], [-0.1089, 0.0899, 3.1364], [-1.1962, -0.5422, 2.5323], [-1.9775, 0.1281, 1.6082], [-1.6887, 1.4351, 1.2409], [-0.5888, 2.0613, 1.7858], [0.1924, 1.4021, 2.7300], [1.3410, 2.0840, 3.2554], [1.6902, 1.8696, 4.3916], [1.9092, 2.8463, 2.4918], [3.6384, 0.8732, -0.3892], [2.9347, 2.1291, 0.6485], [3.4897, 2.5364, -0.9650], [1.4611, 3.3657, -1.8769], [-0.8351, 2.9357, -2.7339], [-2.1442, 1.3163, -4.9504], [-2.0387, -0.2353, -5.8076], [-0.6867, 0.2990, -4.7782], [-0.9606, -1.7899, -3.3343], [-2.5726, -2.0096, -2.6037], [-2.3338, -2.3275, -4.3328], [-0.7933, -0.8985, -0.9159], [2.1739, -0.3855, 0.9295], [1.6620, -3.8573, 1.1707], [3.1635, -2.8858, 1.0791], [-0.4359, -2.0618, 4.7640], [1.2942, -2.0068, 5.1755], [-1.4402, -1.5620, 2.7856], [-2.8155, -0.3702, 1.1462], [-2.3134, 1.9386, 0.5218], [-0.3147, 3.0668, 1.5057]],
  "forces_ev_per_angstrom": [[0.0, 0.0, 0.1], [-0.1, -0.2, 0.0], [-0.1, -0.1, 0.0], [-0.1, 0.2, -0.1], [-0.6, -0.2, -0.2], [0.0, 0.1, -0.1], [0.3, 0.1, -0.2], [0.2, -0.3, 0.0], [-0.3, 0.6, 0.8], [0.2, 0.3, -0.3], [0.1, -0.4, 0.2], [0.2, -0.1, 0.0], [-0.2, 0.2, -0.4], [0.2, 0.5, 0.1], [0.3, -0.3, 0.6], [-0.1, -0.2, -0.2], [-0.2, -0.5, -0.4], [0.4, 0.2, 0.0], [-0.3, 0.0, 0.3], [0.0, 0.0, 0.1], [-0.1, -0.2, 0.0], [0.0, 0.0, 0.0], [0.1, 0.4, -0.1], [0.2, -0.1, 0.2], [0.0, 0.2, 0.0], [-0.1, -0.1, 0.2], [0.1, 0.0, 0.2], [-0.9, -0.7, -0.3], [0.4, 0.2, 0.1], [0.0, 0.1, 0.3], [0.2, 0.3, -0.1], [0.1, 0.0, 0.0], [0.1, -0.1, 0.0], [0.1, 0.0, 0.0], [0.1, 0.1, 0.0], [0.0, 0.1, -0.1], [0.1, 0.0, -0.2], [0.0, 0.0, 0.0], [0.0, 0.0, 0.0], [0.0, 0.0, 0.0], [0.1, -0.2, 0.0], [0.0, 0.0, 0.0], [0.0, -0.1, 0.1], [-0.2, -0.1, 0.0], [0.1, 0.2, -0.1], [-0.1, 0.0, 0.0], [0.2, 0.0, -0.1], [-0.1, 0.0, -0.1], [0.0, -0.1, 0.1], [-0.1, -0.1, 0.0], [0.0, 0.1, -0.1], [0.0, 0.0, 0.0]]
}

No. 4
{
  "formula": "C19H21N4O3PtS2",
  "method": "ωB97M-V/def2-TZVPD",
  "spin_multiplicity": 5,
  "orbital_gap_ev": [4.636, 5.773],
  "e_homo_ev": [-2.2, -4.5],
  "charge": -1,
  "largest_force_ev_per_a": 1.4,
  "species": ["Pt", "C", "N", "C", "C", "O", "C", "O", "C", "C", "O", "N", "C", "C", "H", "H", "H", "H", "H", "H", "H", "H", "H", "H", "H", "H", "H", "H", "H", "H", "S", "C", "C", "N", "C", "S", "C", "N", "C", "C", "C", "C", "C", "C", "C", "H", "H", "H", "H", "H"],
  "positions_angstrom": [[0.0815, 1.1441, -0.2154], [-1.1259, -1.0853, -3.9770], [-1.5357, -1.7811, -2.7679], [-2.7982, -2.4808, -2.8365], [-0.8270, -1.5884, -1.6284], [0.2003, -0.9295, -1.6089], [-1.3561, -2.2385, -0.3453], [-0.3822, -2.0454, 0.6380], [-0.8292, -1.8165, 1.9467], [0.0843, -0.7573, 2.5598], [0.8409, -0.0907, 1.8590], [0.0585, -0.6719, 3.9060], [0.9825, 0.2116, 4.6003], [-0.9071, -1.3854, 4.7247], [-1.8833, -0.3494, -4.2585], [-0.9909, -1.7950, -4.7968], [-0.1900, -0.5698, -3.7796], [-3.5450, -1.8458, -3.3187], [-3.1642, -2.7309, -1.8444], [-2.7048, -3.4007, -3.4219], [-1.5317, -3.3101, -0.5022], [-2.3009, -1.7604, -0.0619], [-0.7887, -2.7435, 2.5316], [-1.8553, -1.4345, 1.9604], [1.6580, 0.6532, 3.8733], [1.5602, -0.3650, 5.3277], [0.4471, 1.0072, 5.1137], [-1.8878, -1.4088, 4.2538], [-1.0245, -0.8511, 5.6645], [-0.5816, -2.4094, 4.9397], [-2.4268, 0.9856, 0.5057], [-2.2427, 1.8208, 1.9888], [-3.2009, 1.5407, 2.9801], [-3.9852, 1.2508, 3.7832], [-1.1955, 2.7658, 2.2371], [0.0114, 3.1672, 1.1115], [-1.1490, 3.4694, 3.4582], [-1.1016, 4.0436, 4.4621], [1.1400, 1.7755, -1.7194], [2.2949, 1.7171, -2.4733], [2.2941, 2.0377, -3.8679], [3.4432, 1.9708, -4.6220], [4.6564, 1.5879, -4.0462], [4.6874, 1.2612, -2.6876], [3.5523, 1.3222, -1.9140], [1.3515, 2.3352, -4.3123], [3.4090, 2.2103, -5.6797], [5.5603, 1.5529, -4.6413], [5.6222, 0.9430, -2.2380], [3.5759, 1.0713, -0.8608]],
  "forces_ev_per_angstrom": [[-0.4, 1.2, -0.5], [0.1, 0.0, 0.1], [0.0, 0.2, -0.1], [0.0, 0.0, 0.1], [-0.1, -0.1, 0.1], [0.0, 0.0, 0.1], [0.1, 0.1, 0.1], [0.0, -0.1, 0.1], [0.0, 0.1, -0.2], [0.5, 0.0, -0.3], [-0.3, -0.4, 0.6], [-0.1, 0.2, 0.3], [0.0, -0.1, -0.2], [0.0, 0.0, -0.1], [0.0, 0.0, 0.0], [0.0, 0.0, 0.0], [0.0, 0.0, 0.0], [0.0, 0.0, 0.0], [0.0, 0.0, -0.1], [0.0, 0.0, 0.0], [0.0, 0.0, -0.1], [0.0, 0.0, -0.1], [0.0, 0.0, 0.0], [-0.1, 0.0, 0.0], [0.0, 0.0, 0.0], [0.0, 0.0, 0.0], [-0.1, 0.1, 0.1], [0.0, 0.0, 0.0], [0.0, 0.0, 0.0], [0.0, 0.0, 0.0], [0.7, 0.1, 0.4], [-0.5, -0.7, -0.7], [-0.2, -0.1, 0.3], [0.1, 0.0, 0.0], [0.8, 0.6, -0.5], [-0.5, -1.1, -0.4], [0.0, 0.0, 0.4], [0.0, 0.0, 0.0], [-0.3, -0.1, 0.8], [0.4, 0.0, -0.3], [-0.1, 0.0, 0.2], [0.1, 0.0, -0.1], [0.0, 0.0, 0.0], [0.1, 0.0, -0.1], [-0.2, 0.0, 0.0], [0.0, 0.0, 0.0], [0.0, 0.0, 0.0], [0.0, 0.0, 0.0], [0.0, 0.0, 0.0], [0.0, 0.0, 0.0]]
}